This record from the Open Molecules 2025 dataset describes 11 unconnected molecules or ions with the total composition C5H29NO11. The level of theory is the ωB97M-V functional and the def2-TZVPD basis.

Each line ends with the natural charge from an NBO analysis.
Element x y z (Å)
N: -1.3741 -0.6992 0.2263  -0.841
C: -1.2166 0.3237 -0.6873  0.023
C: -0.4243 0.1718 -1.7209  -0.322
C: -0.4244 1.0039 -2.9617  -0.416
C: 0.6545 2.1209 -2.6772  -0.510
C: 0.2043 3.4255 -3.1753  0.432
O: -0.3087 3.4934 -4.2429  -0.540
H: -1.6293 -0.4550 1.1346  0.378
H: -0.7556 -1.5658 0.1089  0.385
H: -1.9537 1.1991 -0.5971  0.209
H: 0.2190 -0.6348 -1.8166  0.192
H: -0.0510 0.5093 -3.8057  0.214
H: -1.4756 1.2849 -3.0951  0.210
H: 1.0193 2.0723 -1.5550  0.226
H: 1.6348 1.9413 -3.3110  0.234
H: 0.2401 4.3274 -2.4774  0.104
O: 0.6759 -3.2612 -0.3536  -0.984
H: 0.0003 -3.3624 0.3135  0.498
H: 0.4028 -3.5829 -1.2814  0.501
O: 1.7190 -1.0579 0.3167  -1.032
H: 2.3484 -0.8045 -0.3960  0.487
H: 1.3192 -1.9485 0.1321  0.489
O: 0.5778 3.1061 2.7155  -0.938
H: 1.0579 3.5216 3.4404  0.484
H: 1.2562 2.9540 2.0260  0.477
O: -3.5763 1.6356 -2.0399  -0.944
H: -3.1181 2.2520 -2.8027  0.477
H: -4.3739 1.3351 -2.5458  0.475
O: 2.8956 -0.8137 3.3533  -0.970
H: 3.0813 0.0823 2.9471  0.470
H: 2.3703 -1.2050 2.6061  0.496
O: 0.3403 -2.7092 3.5970  -0.952
H: 0.4230 -2.1286 4.3435  0.487
H: 1.2056 -3.0647 3.6042  0.472
O: -0.9992 -4.1121 1.4164  -0.948
H: -0.4521 -4.1022 2.3138  0.495
H: -1.4080 -3.2702 1.5212  0.489
O: 4.2809 -1.3474 -0.7756  -0.935
H: 4.8279 -0.8355 -1.2956  0.461
H: 4.8114 -2.2471 -0.7869  0.480
O: -3.1166 -2.7010 0.9200  -0.944
H: -3.9246 -2.5312 1.2795  0.465
H: -3.2029 -2.2063 0.0931  0.487
O: -1.2399 4.9846 2.1497  -0.961
H: -2.0155 4.6179 1.9670  0.450
H: -0.5258 4.2836 1.8750  0.488

Force components x, y, z for each atom (eV/Å):
N 0.97 -1.82 -1.26
C -1.42 0.65 0.43
C -0.45 0.46 -1.80
C 0.48 1.27 2.36
C 2.38 -0.75 0.77
C -0.14 0.92 2.01
O -0.74 0.75 -1.73
H -0.19 0.16 1.55
H -1.18 2.39 0.33
H 1.30 -1.48 -0.02
H 1.08 -1.73 0.49
H -0.02 -1.11 -1.18
H 0.70 0.73 -0.46
H -0.95 0.42 -2.25
H -1.75 0.00 1.15
H 0.22 -0.54 -0.63
O 0.77 -0.62 -3.46
H -1.10 -1.43 0.38
H 0.27 0.77 2.64
O 0.40 0.66 0.25
H -0.69 -0.88 0.89
H 0.96 0.96 -0.60
O 0.96 -0.38 -0.77
H -0.12 0.08 0.01
H -0.45 -0.08 0.60
O 0.38 2.13 -3.90
H -1.63 -2.17 2.97
H 0.86 0.26 0.79
O -0.47 1.10 -1.73
H -0.18 -1.49 0.87
H 0.57 0.39 0.65
O -0.95 0.07 -0.21
H -0.46 0.79 0.59
H 1.58 -0.87 -0.39
O 2.70 -0.90 3.22
H -1.54 -0.29 -2.68
H -1.50 1.03 0.06
O 0.34 -4.55 1.38
H 1.80 2.08 -1.83
H -1.90 2.57 0.26
O 2.34 -0.34 -2.01
H -3.55 0.39 2.16
H 0.74 0.06 -0.03
O 6.87 0.93 0.19
H -5.22 -2.44 -1.24
H -2.06 1.85 1.19

SMILES ... N/C=C/CCC=O.O.O.O.O.O.O.O.O.O.O
Orbital gap ... 7.650 eV
ΔE to the lowest compared entry with this formula, charge and spin ... 6.828 eV
Total charge ... 0